# C36H45BBr2IrN10O2S3

A structure of composition C36H45BBr2IrN10O2S3 (ωB97M-V/def2-TZVPD, the OMol25 dataset).

Geometry as XYZ:
```
100
Properties=species:S:1:pos:R:3:forces:R:3:lowdin_charge:R:1
Ir -0.081216 -0.175273 -0.770297 0.3 -0.3 0.3 0.86
C -4.950704 1.268444 1.198601 0.0 0.0 0.1 -0.02
C -4.779936 -0.246690 1.189364 -0.1 -0.1 0.0 -0.52
C -4.680444 -0.806392 -0.224761 0.0 0.1 0.1 -0.03
C -5.987851 -0.878191 1.884194 0.0 0.0 -0.1 -0.04
N -3.533414 -0.602070 1.974373 -0.1 0.0 0.0 0.03
C -3.558132 -1.350469 3.124131 0.1 -0.1 0.2 0.00
C -2.316632 -1.314569 3.661784 -0.1 0.0 0.0 0.00
N -1.518587 -0.551440 2.849965 0.0 0.0 -0.1 0.05
B -0.086157 -0.119962 3.345560 0.0 0.0 -0.2 -0.52
N 0.172100 1.365552 2.942152 -0.1 -0.2 -0.1 0.04
C -0.275389 2.373425 3.759203 0.0 0.2 0.0 -0.01
C 0.053492 3.548753 3.177089 -0.1 -0.1 0.4 0.00
N 0.705784 3.267816 2.001988 0.0 -0.1 0.2 0.02
C 0.741750 1.926702 1.861940 0.1 -0.3 -0.3 -0.60
S 1.467893 1.037545 0.540350 0.2 0.3 0.0 0.75
C 1.130243 4.354631 1.053652 -0.2 0.0 -0.2 -0.52
C 1.212979 5.666413 1.833901 0.0 0.0 -0.1 -0.04
C 2.490655 4.049749 0.438148 0.0 -0.1 -0.2 -0.04
C 0.030181 4.430831 -0.008486 0.1 0.0 0.0 0.00
N 1.071548 -1.080353 2.975515 -0.2 0.1 -0.1 0.03
C 2.174743 -1.152968 3.784619 0.2 0.0 0.1 -0.01
C 3.031015 -2.038485 3.235071 0.0 0.1 0.1 -0.01
N 2.452630 -2.524196 2.081722 -0.2 0.0 0.1 0.03
C 1.257477 -1.907469 1.935933 -0.1 0.2 -0.3 -0.60
S 0.079839 -2.105125 0.675461 0.0 0.0 -0.3 0.74
C 3.174480 -3.529808 1.218798 -0.1 -0.1 0.0 -0.52
C 3.982823 -4.452633 2.137227 0.0 0.0 -0.1 -0.03
C 2.211110 -4.400076 0.415335 0.0 0.0 -0.1 -0.06
C 4.097466 -2.748482 0.292440 0.0 0.0 0.0 0.00
C -2.273664 -0.152134 1.812430 0.3 0.0 0.0 -0.55
S -1.743015 0.805999 0.436348 0.3 -0.3 -0.6 0.86
H -5.935239 1.514441 0.801238 0.0 0.0 0.0 0.10
H -4.209120 1.770570 0.584120 0.0 0.1 -0.1 0.05
H -4.892821 1.654347 2.217040 0.0 0.0 0.0 0.10
H -5.626480 -0.626654 -0.733114 0.0 0.0 0.0 0.11
H -4.531890 -1.885238 -0.181710 0.0 -0.1 0.0 0.10
H -3.895330 -0.335692 -0.822028 -0.2 0.1 0.1 0.03
H -6.874327 -0.586751 1.323100 0.0 0.0 0.0 0.10
H -6.118956 -0.520703 2.904627 0.0 0.0 0.0 0.10
H -5.942180 -1.966191 1.882439 0.0 -0.1 0.0 0.10
H -4.447909 -1.825254 3.484357 0.0 0.0 0.0 0.13
H -1.940913 -1.745314 4.571380 0.0 0.0 0.0 0.14
H -0.130407 -0.128037 4.537969 -0.1 0.0 0.1 0.13
H -0.765559 2.168932 4.693195 0.0 0.0 0.0 0.14
H -0.102644 4.551714 3.522773 0.0 -0.1 0.0 0.13
H 1.888703 5.592109 2.685304 0.0 0.0 0.0 0.10
H 0.235923 6.011829 2.173599 0.0 0.0 0.0 0.09
H 1.604486 6.430034 1.163149 0.0 0.0 0.0 0.10
H 3.215663 3.785801 1.207646 0.0 0.0 0.0 0.10
H 2.847173 4.952337 -0.058950 0.0 0.0 0.0 0.10
H 2.430315 3.259582 -0.314651 0.1 0.2 0.2 0.03
H -0.920315 4.712586 0.443654 -0.1 0.0 0.0 0.10
H -0.090050 3.468205 -0.508066 0.1 0.0 0.0 0.06
H 0.292215 5.182431 -0.752471 0.0 0.0 0.0 0.10
H 2.249194 -0.584549 4.693471 0.0 0.0 0.0 0.14
H 3.986739 -2.370525 3.585432 0.0 0.0 0.0 0.13
H 3.349291 -4.916348 2.892848 0.0 0.0 0.0 0.10
H 4.813049 -3.948611 2.626757 0.0 0.0 0.0 0.08
H 4.414755 -5.243910 1.527199 0.0 0.0 0.0 0.10
H 1.446611 -4.849802 1.048875 0.0 0.0 0.0 0.10
H 2.799167 -5.204752 -0.024941 0.0 0.0 0.0 0.10
H 1.716972 -3.853940 -0.386771 0.1 -0.1 0.1 0.03
H 4.810245 -2.146078 0.855234 0.0 0.0 0.0 0.10
H 3.515990 -2.088832 -0.351040 0.0 0.0 0.0 0.06
H 4.656952 -3.442625 -0.333928 0.0 0.0 0.0 0.10
Br -2.107358 -5.775238 -3.978363 0.0 0.1 0.0 0.87
C -1.598654 -4.171343 -3.162138 0.0 0.0 0.0 -0.65
C -2.505611 -3.435202 -2.415166 -0.1 -0.1 -0.1 -0.05
C -2.081594 -2.266293 -1.825840 0.2 0.1 0.0 -0.11
N -0.830108 -1.807292 -1.944583 -0.4 0.2 0.0 -0.09
C 0.050973 -2.521278 -2.658197 0.1 0.0 0.0 -0.21
C -0.299918 -3.706433 -3.286444 0.0 0.1 0.1 -0.02
C 1.407038 -1.953138 -2.708180 0.0 0.1 -0.1 -0.19
C 2.399692 -2.485858 -3.510471 0.1 0.1 0.1 -0.03
C 3.638151 -1.857010 -3.557604 -0.1 0.0 0.0 -0.66
Br 5.007375 -2.552756 -4.624375 -0.1 0.0 0.1 0.87
C 3.825698 -0.706035 -2.815401 0.1 0.0 0.0 -0.06
C 2.787290 -0.236596 -2.037017 -0.1 0.3 0.4 -0.14
N 1.595914 -0.844235 -1.960822 -0.1 0.0 0.0 -0.03
H -3.528034 -3.761291 -2.296019 0.0 0.0 0.0 0.12
H -2.750906 -1.659273 -1.248447 0.1 0.0 0.0 0.06
H 0.421341 -4.269296 -3.855460 0.0 0.0 0.0 0.11
H 2.216249 -3.363560 -4.107255 0.0 0.0 0.0 0.11
H 4.761516 -0.167733 -2.833544 0.0 0.0 0.0 0.13
H 2.912971 0.674642 -1.460228 0.0 -0.3 -0.1 0.06
C 1.142048 3.942621 -4.295288 0.0 0.0 0.0 0.00
N 0.106252 3.056102 -3.774312 0.1 0.0 0.1 -0.05
C -1.153725 3.068534 -4.284060 -0.3 -0.2 0.1 -0.03
C -2.096971 2.213283 -3.847596 0.4 0.4 -0.2 0.02
C -1.759342 1.266177 -2.821760 -0.3 -0.5 0.4 -0.49
O -2.597831 0.436786 -2.426685 0.8 0.5 0.1 -0.07
N -0.458424 1.312074 -2.277511 -1.3 -0.5 0.0 0.00
C 0.482485 2.165407 -2.778586 0.3 -0.1 -0.1 -0.53
O 1.647966 2.155577 -2.403469 0.1 0.3 0.1 -0.02
H 0.688164 4.591340 -5.039136 0.0 0.0 0.0 0.10
H 1.943196 3.364788 -4.751870 0.0 0.0 0.0 0.10
H 1.560922 4.543453 -3.490736 0.0 0.0 0.0 0.09
H -1.335526 3.798599 -5.060268 0.0 0.0 0.0 0.14
H -3.093614 2.206291 -4.254657 0.0 0.0 0.0 0.12
```
Positions in Å, forces in eV/Å.

Properties
Total charge   +2
Energy above the lowest of the compared OMol25 structures with the same formula, charge and spin   6.6 kcal per mole
Orbital gap (spin up / spin down)   0.27666 / 0.18976 Ha
Multiplicity   2
Electronic energy   -8568.44770 hartree